Here is an isolated molecule of C6H12N2 in a non-equilibrium geometry from the OMol25 dataset. Energies are from wB97M-V/def2-TZVPD.

```
20
Properties=species:S:1:pos:R:3:forces:R:3
C 0.6534 0.0282 0.8009 -1.592 1.425 -1.470
C -0.7698 -2.1786 -0.9847 -0.133 -0.300 0.202
C 1.9248 -0.6078 0.3732 0.213 0.117 -0.237
C -0.5415 -0.0077 -0.0649 -0.194 -4.325 0.798
N -1.7677 0.1738 0.6446 0.556 0.498 -0.410
C 0.3385 1.5356 -0.2788 1.893 -0.043 0.704
C -0.0824 2.7288 0.1318 -0.319 -0.507 0.161
N -0.5538 -0.7770 -1.1781 -0.258 2.389 0.364
H 0.4883 0.1814 1.8658 0.125 0.633 -0.167
H -2.5516 0.1965 0.0067 0.040 0.130 -0.060
H -1.7656 0.9436 1.3020 -0.257 -0.058 0.032
H 1.0216 1.4582 -1.1131 -0.115 -0.171 -0.094
H -1.6345 -2.3609 -0.3185 0.069 -0.109 -0.154
H -0.9817 -2.6546 -1.9442 -0.074 0.089 0.002
H 0.0592 -2.7708 -0.5573 0.238 0.142 0.129
H 2.0897 -0.4941 -0.6978 -0.202 -0.026 -0.050
H 1.8600 -1.6912 0.5429 0.022 0.236 0.145
H 2.7792 -0.1836 0.9009 -0.006 -0.158 0.101
H -0.7583 2.8504 0.9674 0.022 0.037 0.138
H 0.1922 3.6297 -0.3986 -0.028 -0.001 -0.135
```
Forces are in eV/Å.

- orbital gap (eV) = 6.102
- energy above the lowest of the compared OMol25 structures with the same formula, charge and spin (kJ/mol) = 483.0
- total energy (Eh) = -345.1439

Here are the natural (NBO) charges for atoms 1 to 5, given in e: number 1, C, carries -0.078; number 2, C, carries -0.394; number 3, C, carries -0.658; number 4, C, carries 0.406; number 5, N, carries -0.819

---

Here is a structure of composition C7H7NO2 in a non-equilibrium geometry from the OMol25 dataset. Energies are from wB97M-V/def2-TZVPD.

```
17
Properties=species:S:1:pos:R:3:forces:R:3
C -1.0205 0.2611 2.4782 0.135 -4.093 0.126
C 0.0465 -0.1846 0.2572 -0.734 1.447 -1.350
C 0.6483 1.0626 -0.0062 1.060 -0.537 4.481
C 1.0340 1.4422 -1.2711 -0.657 -1.323 -1.489
C 0.6816 0.6393 -2.3527 -0.060 1.894 -2.356
C 0.0028 -0.5612 -2.0641 2.235 3.089 -8.791
C -0.3467 -0.9277 -0.9072 -2.158 -5.108 8.032
H -0.0341 -2.2507 2.6748 -1.072 1.527 -2.205
H -1.1672 1.1988 2.2513 0.015 5.445 -2.037
H 1.0019 1.6040 1.0157 -0.722 -0.862 -2.877
H 1.6887 2.2212 -1.4648 0.765 1.854 0.068
H 0.7954 1.0801 -3.6852 -0.029 -1.661 4.723
H -0.1285 -1.0056 -3.0637 -0.748 -1.029 1.115
H -0.8234 -1.9936 -0.7308 0.839 2.396 -0.345
N -0.2915 -0.5153 1.6064 0.200 -2.010 0.020
O -0.5095 -1.9306 1.8120 1.186 0.201 1.287
O -1.5777 -0.1400 3.4502 -0.254 -1.231 1.601
```
Forces are in eV/Å.

- orbital gap (eV) = 9.508
- energy above the lowest of the compared OMol25 structures with the same formula, charge and spin (kJ/mol) = 448.4
- total energy (Eh) = -476.0121

Here are the natural (NBO) charges for atoms 1 to 5, given in e: number 1, C, carries 0.508; number 2, C, carries 0.133; number 3, C, carries -0.226; number 4, C, carries -0.252; number 5, C, carries -0.145

---

Among the records above, which one has the highest energy above the lowest of the compared OMol25 structures with the same formula, charge and spin?
C6H12N2

---

The lowest orbital gap belongs to which entry?
C6H12N2

---

Which of these has the lowest energy above the lowest of the compared OMol25 structures with the same formula, charge and spin?
C7H7NO2